Entry 1:
Entry from the OMol25 dataset: a 8-piece molecular cluster, C17H53N7O8 overall in a non-equilibrium geometry (ωB97M-V with the def2-TZVPD basis set).

```
85
Properties=species:S:1:pos:R:3:forces:R:3:mulliken_spin:R:1
O -1.23990 -2.04340 1.62099 0.55 -0.75 -0.97 0.126
O 0.84417 -3.65741 -1.00429 -0.30 0.36 -1.66 0.057
O 3.54640 1.11054 1.90835 0.61 -0.91 -0.35 -0.131
O -3.93959 -2.00184 -1.93205 -0.52 0.65 -2.24 -0.145
O -2.72768 3.67940 -1.93096 0.45 -0.43 -0.59 -0.265
O 2.38730 -1.05024 4.37911 -0.26 -0.34 0.17 -0.210
O 3.31838 4.51138 -1.37665 -0.79 0.96 0.90 -0.001
O -0.47803 0.93445 0.85027 1.62 1.26 -0.89 -0.864
N -6.62849 -3.29783 -2.13657 -0.92 0.69 0.23 0.013
N 2.48958 -5.61321 0.30750 0.40 -1.49 0.19 0.000
N 4.01689 2.95148 3.02161 4.87 4.62 3.56 -0.169
N -3.80934 4.60207 -0.23714 -2.95 2.66 0.37 -0.054
N 1.69849 6.90001 -0.31592 0.73 -1.24 -0.14 -0.022
N -2.27642 3.22941 0.23652 2.50 -2.21 4.06 -0.341
N 2.06698 2.70449 2.23349 -3.69 1.59 -0.78 -0.441
C 3.68977 -3.93360 1.62311 -0.72 1.03 -0.63 -0.009
C -2.79365 -1.29101 -1.58000 0.09 1.99 -0.56 0.217
C -4.29713 -3.02685 -1.11213 -0.15 -2.08 -0.33 0.222
C -2.91555 3.75988 -0.72115 0.13 0.64 -4.18 1.144
C 2.41700 4.55241 -0.21450 1.28 -1.13 -1.29 -0.101
C 2.12095 -3.37599 -0.49142 1.12 1.13 0.68 -0.041
C 2.43466 -4.24262 0.73768 -0.16 -0.10 0.79 -0.041
C 0.57521 -2.96773 -2.27987 -0.23 -0.14 1.48 0.030
C -4.96849 -4.52445 -3.18055 1.93 0.11 0.15 0.007
C 4.39508 3.63264 -1.15090 -1.13 -1.65 -1.56 0.000
C 3.25829 2.22706 2.33462 -1.41 -5.91 -2.24 0.916
C 0.66375 0.64241 -0.00716 -0.80 -1.26 -0.44 0.177
C 1.24587 -0.62771 3.60633 0.74 0.19 0.64 0.280
C 1.26561 5.46624 -0.33636 -1.00 2.27 0.30 0.135
C -5.41100 -3.98845 -1.78443 0.39 0.84 -1.39 -0.041
C 0.34785 5.24391 -1.53741 -0.51 -0.18 0.20 -0.081
C -1.51525 -3.46390 1.47259 0.01 1.18 0.41 0.109
H 0.92854 7.49854 -0.57867 -0.19 -0.02 -0.08 -0.018
H 4.75409 3.35008 -2.14054 0.73 0.79 -0.17 0.001
H -1.32440 -3.81139 0.45724 -0.04 0.34 0.02 0.048
H -4.02465 -5.05181 -3.04218 0.12 -0.20 -0.25 0.003
H -6.81255 -2.49721 -1.54901 -0.07 0.07 0.22 -0.007
H 0.82975 -1.90842 -2.24555 0.81 0.03 0.19 0.010
H -2.63224 3.59256 1.10923 0.98 -0.71 0.46 -0.292
H -2.08922 -1.69868 -0.85495 -0.51 -0.31 0.35 -0.066
H -0.43900 5.99813 -1.54835 0.06 0.30 0.21 0.025
H 0.43904 -1.31566 3.85903 0.13 -0.06 -0.38 0.193
H 3.85021 -4.67846 2.40256 -0.16 -0.31 -0.41 -0.005
H 4.61312 -3.74708 1.07473 0.06 -0.27 -0.21 -0.001
H -3.35462 -3.56712 -1.02337 -0.19 -0.95 0.87 0.044
H -1.70522 -1.80325 2.42560 -0.28 0.52 0.55 0.233
H -4.60302 -2.59674 -0.15843 -0.38 -0.52 0.44 -0.045
H 0.86156 5.35449 -2.49238 0.18 -0.33 0.05 -0.012
H -0.25064 4.33449 -1.48396 0.42 -0.38 -0.23 -0.019
H 3.29495 -5.80117 -0.27228 0.14 0.09 -0.05 0.000
H -6.51289 -2.93778 -3.07311 -0.18 0.27 0.05 -0.005
H 1.84641 3.45614 2.87104 -0.82 -0.33 -0.35 -0.096
H 1.38485 2.14103 1.74634 -0.40 0.38 0.30 0.063
H -2.21328 -1.00746 -2.45799 0.10 -0.67 -0.55 0.038
H 1.05150 -3.46976 -3.12202 0.04 -0.02 0.07 -0.007
H -0.50220 -2.86802 -2.41149 -0.08 -0.83 0.04 0.003
H -0.81349 0.14323 1.27809 0.01 -0.66 0.05 0.559
H 1.49420 -0.58993 2.54567 -0.25 -0.23 -0.03 -0.007
H 1.63883 -4.17691 1.47959 -0.46 0.11 -0.28 0.063
H 4.77591 2.58022 3.57491 0.03 0.32 -0.61 -0.028
H -0.85878 -4.01027 2.14981 -0.20 -0.27 0.09 -0.035
H 1.63053 0.44947 0.45784 -0.13 0.30 0.70 -0.019
H 0.45406 -0.26807 -0.56854 -0.16 -0.27 0.02 0.065
H 0.70976 5.31993 0.58977 -0.28 -0.27 0.05 0.088
H 3.85518 3.93598 2.86444 0.64 0.05 0.89 -0.022
H -4.29569 4.32676 0.60414 -0.34 0.46 -0.30 -0.151
H -5.56433 -5.09202 -3.89535 -0.93 -0.66 1.17 -0.005
H 1.88560 3.60711 -0.10442 0.72 -0.61 -0.02 0.027
H 3.95179 2.65741 -0.94960 0.13 -0.27 1.17 0.006
H -5.68041 -4.81696 -1.12939 0.45 0.03 0.29 -0.011
H -1.50405 2.57874 0.24952 -0.30 -0.33 -0.23 0.065
H 0.92176 0.36289 3.92533 -0.05 0.18 -0.06 -0.191
H -4.25142 5.14204 -0.96727 -0.50 -0.22 0.47 0.024
H -3.15899 -0.29567 -1.32717 0.32 0.11 1.05 0.053
H 2.29006 6.81470 -1.13009 0.56 1.16 -0.33 -0.003
H 3.10993 4.71171 0.61168 -0.58 0.28 0.50 -0.017
H 2.21004 -2.29599 -0.37408 -0.18 0.33 0.75 0.004
H -2.56775 -3.52836 1.74861 -0.02 -0.89 -0.12 -0.035
H 0.82405 1.37225 -0.80072 -0.45 0.61 0.40 -0.019
H 2.97464 -3.56309 -1.14281 -0.12 -0.54 -0.92 -0.013
H 5.20777 3.88110 -0.46833 -0.29 0.45 0.16 0.000
H -4.75285 -3.71150 -3.87389 0.46 0.70 0.52 -0.002
H 1.68379 -5.98092 -0.17787 -0.22 0.47 0.04 0.000
H 3.48155 -3.01442 2.17072 0.02 0.21 -0.04 0.003
H 3.17617 -0.54662 4.16544 -0.23 0.24 -0.41 0.037
```
Positions in Å, forces in eV/Å.

Calculated values
- highest occupied orbital energy (alpha / beta) (eV) = 0.43 / -7.06
- total charge = -1
- spin multiplicity = 2



Entry 2:
Entry from the OMol25 dataset: C5H7Br3O2 as an isolated structure in a non-equilibrium geometry (ωB97M-V with the def2-TZVPD basis set).

```
17
Properties=species:S:1:pos:R:3:forces:R:3:nbo_charge:R:1
Br 0.53417 3.76865 -2.66294 -0.10 -0.67 0.23 0.100
Br 1.69226 0.83339 -3.41575 -0.79 0.57 0.49 0.045
Br -1.50440 1.35387 -3.27386 1.08 0.21 0.91 0.095
O -1.30427 -2.95204 0.20546 0.47 0.87 -0.21 -0.574
O 0.22436 -2.15034 1.50942 3.35 -2.47 2.86 -0.460
C 0.24178 1.85353 -2.46715 0.56 -0.27 -1.40 -0.454
C -0.68151 -2.00756 0.64002 -3.83 -0.31 -2.16 0.786
C 0.66481 -0.98212 2.08941 0.80 3.28 -0.74 -0.070
C -0.91725 -0.51876 0.43958 0.24 -0.38 -1.43 -0.537
C 0.33662 0.09219 0.97755 -0.10 0.70 1.62 -0.434
H 1.12282 0.31487 0.25616 0.17 -0.80 -0.08 0.207
H 0.41919 1.55512 -1.43392 -0.77 0.18 -0.22 0.215
H 1.72911 -0.92057 2.31653 -0.05 -0.85 -0.03 0.202
H -1.77403 -0.23721 1.05176 -0.21 0.05 -0.39 0.241
H 0.11159 -0.74456 2.99804 -0.14 -0.19 0.05 0.180
H -1.01520 -0.33202 -0.62983 -0.74 0.09 0.15 0.240
H 0.11993 1.07357 1.39948 0.05 -0.02 0.35 0.216
```
Positions in Å, forces in eV/Å.

Calculated values
- highest occupied orbital energy (eV) = -10.21
- spin multiplicity = 1



Q: Among the records above, which one has the highest spin multiplicity?
A: C17H53N7O8



Repeat the second record exactly.
Entry from the OMol25 dataset: C5H7Br3O2 as an isolated structure in a non-equilibrium geometry (ωB97M-V with the def2-TZVPD basis set).

```
17
Properties=species:S:1:pos:R:3:forces:R:3:nbo_charge:R:1
Br 0.53417 3.76865 -2.66294 -0.10 -0.67 0.23 0.100
Br 1.69226 0.83339 -3.41575 -0.79 0.57 0.49 0.045
Br -1.50440 1.35387 -3.27386 1.08 0.21 0.91 0.095
O -1.30427 -2.95204 0.20546 0.47 0.87 -0.21 -0.574
O 0.22436 -2.15034 1.50942 3.35 -2.47 2.86 -0.460
C 0.24178 1.85353 -2.46715 0.56 -0.27 -1.40 -0.454
C -0.68151 -2.00756 0.64002 -3.83 -0.31 -2.16 0.786
C 0.66481 -0.98212 2.08941 0.80 3.28 -0.74 -0.070
C -0.91725 -0.51876 0.43958 0.24 -0.38 -1.43 -0.537
C 0.33662 0.09219 0.97755 -0.10 0.70 1.62 -0.434
H 1.12282 0.31487 0.25616 0.17 -0.80 -0.08 0.207
H 0.41919 1.55512 -1.43392 -0.77 0.18 -0.22 0.215
H 1.72911 -0.92057 2.31653 -0.05 -0.85 -0.03 0.202
H -1.77403 -0.23721 1.05176 -0.21 0.05 -0.39 0.241
H 0.11159 -0.74456 2.99804 -0.14 -0.19 0.05 0.180
H -1.01520 -0.33202 -0.62983 -0.74 0.09 0.15 0.240
H 0.11993 1.07357 1.39948 0.05 -0.02 0.35 0.216
```
Positions in Å, forces in eV/Å.

Calculated values
- highest occupied orbital energy (eV) = -10.21
- spin multiplicity = 1



Q: Among the records above, which one has the highest spin multiplicity?
A: C17H53N7O8